Density functional theory data (ωB97M-V/def2-TZVPD) for 6 unconnected molecules or ions with the total composition C22H24Cl3N4.

Each line ends with the natural charge from an NBO analysis.
Element x y z (Å)
Cl 1.43 0.08 0.09  -0.947
Cl 0.50 3.88 2.10  -0.088
C 0.65 3.31 0.42  -0.401
C 0.08 4.30 -0.56  -0.381
Cl 1.10 5.75 -0.77  -0.094
H 0.08 2.39 0.34  0.270
H 1.68 3.07 0.18  0.243
H -0.92 4.61 -0.27  0.214
H -0.03 3.82 -1.53  0.226
N 2.97 -0.08 3.75  -0.393
C 3.01 1.13 3.22  0.059
C 3.98 2.08 3.56  -0.267
C 4.93 1.75 4.51  -0.187
C 4.89 0.47 5.06  -0.283
C 3.89 -0.39 4.64  0.032
H 2.25 1.39 2.49  0.235
H 3.94 3.07 3.12  0.215
H 5.67 2.48 4.81  0.201
H 5.64 0.16 5.78  0.203
H 3.86 -1.38 5.10  0.176
N -1.99 0.58 -3.10  -0.440
C -2.32 1.20 -4.23  0.024
C -1.45 1.98 -4.98  -0.279
C -0.15 2.14 -4.51  -0.184
C 0.21 1.50 -3.34  -0.261
C -0.73 0.72 -2.67  0.036
H -3.36 1.06 -4.54  0.180
H -1.79 2.44 -5.89  0.208
H 0.56 2.75 -5.05  0.210
H 1.20 1.54 -2.88  0.249
H -0.48 0.21 -1.75  0.244
N -2.10 -0.83 1.88  -0.391
C -3.20 -1.08 2.56  0.031
C -4.49 -0.91 2.06  -0.281
C -4.62 -0.45 0.77  -0.193
C -3.48 -0.14 0.05  -0.263
C -2.24 -0.34 0.65  0.030
H -3.08 -1.46 3.57  0.177
H -5.34 -1.12 2.70  0.203
H -5.60 -0.35 0.30  0.201
H -3.51 0.20 -0.98  0.234
H -1.30 -0.05 0.19  0.236
N 0.10 -3.85 -0.18  -0.389
C -0.24 -5.13 -0.17  0.033
C -0.38 -5.91 -1.31  -0.282
C -0.12 -5.30 -2.53  -0.184
C 0.24 -3.96 -2.56  -0.268
C 0.33 -3.28 -1.36  0.041
H -0.41 -5.59 0.80  0.179
H -0.70 -6.94 -1.24  0.205
H -0.17 -5.87 -3.46  0.201
H 0.45 -3.47 -3.50  0.213
H 0.57 -2.22 -1.30  0.243

Output
Molecular weight ... 450.82 g/mol
Net charge ... -1
Highest occupied orbital energy ... -0.1745 Eh
Spin multiplicity ... 1
LUMO ... 2.76 eV



Density functional theory data (ωB97M-V/def2-TZVPD) for C22H24ClN3O4S2 in the gas phase at a distorted geometry.

Each line ends with the natural charge from an NBO analysis.
Element x y z (Å)
O 1.44 1.15 -3.41  -0.617
C 1.99 0.60 -2.48  0.669
N 2.66 1.26 -1.51  -0.618
H 3.07 0.76 -0.73  0.412
C 2.56 2.70 -1.40  -0.247
C 1.32 3.09 -0.65  -0.080
C 0.13 3.31 -1.33  -0.199
C -1.03 3.65 -0.66  -0.155
C -1.02 3.79 0.71  -0.210
C 0.15 3.56 1.42  -0.245
C 1.30 3.20 0.74  -0.027
Cl 2.74 2.86 1.65  -0.009
H 0.17 3.65 2.50  0.224
H -1.92 4.05 1.24  0.229
H -1.95 3.79 -1.21  0.223
H 0.12 3.20 -2.41  0.239
H 3.46 3.08 -0.90  0.223
H 2.51 3.10 -2.42  0.237
C 2.02 -0.92 -2.36  -0.321
N 1.90 -1.39 -0.99  -0.489
C 2.61 -2.52 -0.65  0.705
O 3.40 -3.02 -1.40  -0.598
C 2.31 -3.10 0.72  -0.514
C 3.20 -2.45 1.77  -0.498
H 2.93 -2.77 2.78  0.222
H 4.25 -2.67 1.59  0.237
S 3.08 -0.62 1.71  0.233
C 1.39 -0.40 1.18  -0.214
C 0.51 0.24 2.04  -0.220
C -0.76 0.57 1.61  -0.142
C -1.12 0.27 0.31  -0.345
C -0.26 -0.36 -0.56  -0.241
C 1.01 -0.74 -0.12  0.235
H -0.57 -0.53 -1.58  0.251
S -2.78 0.72 -0.26  2.332
O -3.30 1.69 0.66  -0.943
O -2.71 1.02 -1.65  -0.932
N -3.73 -0.63 -0.10  -0.651
C -3.43 -1.76 -0.95  -0.239
H -4.38 -2.21 -1.27  0.206
C -2.62 -2.75 -0.10  -0.430
H -1.56 -2.71 -0.34  0.210
H -2.96 -3.77 -0.26  0.218
C -2.86 -2.31 1.36  -0.430
H -3.25 -3.11 1.97  0.219
H -1.94 -1.95 1.81  0.212
C -3.88 -1.16 1.24  -0.237
H -4.90 -1.54 1.35  0.204
H -3.73 -0.35 1.96  0.231
H -2.91 -1.40 -1.83  0.233
H -1.47 1.08 2.25  0.241
H 0.85 0.50 3.03  0.239
H 1.26 -2.97 0.98  0.224
H 2.54 -4.16 0.69  0.250
H 1.22 -1.32 -2.99  0.220
H 2.97 -1.30 -2.74  0.274

Output
Structure (SMILES) ... O=C(CN1C(=O)CCSc2ccc(S(=O)(=O)N3CCCC3)cc21)NCc1ccccc1Cl
Molecular weight ... 494.04 g/mol
Net charge ... 0
Highest occupied orbital energy ... -0.3340 Eh
Spin multiplicity ... 1
LUMO ... -0.05 eV



Density functional theory data (ωB97M-V/def2-TZVPD) for a molecular structure, C22H24IN4NaO3.

Each line ends with the natural charge from an NBO analysis.
Element x y z (Å)
Na 0.15 1.12 -0.86  0.886
O -0.68 0.92 1.19  -0.750
C -1.86 0.81 1.62  0.430
C -2.17 0.01 2.77  -0.283
C -3.44 -0.10 3.28  -0.214
C -4.53 0.57 2.70  -0.363
C -4.28 1.35 1.59  -0.146
C -3.00 1.49 1.03  -0.263
C -2.89 2.35 -0.13  0.147
N -1.84 2.53 -0.83  -0.473
C -1.84 3.48 -1.91  -0.236
C -0.70 4.48 -1.68  -0.226
N 0.53 3.77 -1.43  -0.460
C 1.01 3.87 -0.25  0.118
C 2.17 3.19 0.30  -0.216
C 2.57 3.59 1.58  -0.151
C 3.66 3.05 2.23  -0.366
C 4.37 2.03 1.58  -0.197
C 4.00 1.58 0.34  -0.330
C 2.87 2.11 -0.38  0.413
O 2.52 1.65 -1.49  -0.727
H -1.34 -0.51 3.23  0.191
H -3.60 -0.73 4.15  0.179
H -5.53 0.47 3.10  0.183
H -5.10 1.88 1.11  0.179
H -3.82 2.89 -0.39  0.113
H -2.80 4.02 -2.01  0.145
H -1.65 2.94 -2.84  0.200
H -0.97 5.14 -0.83  0.145
H -0.59 5.10 -2.57  0.174
H 0.51 4.54 0.47  0.122
H 1.99 4.37 2.07  0.181
H 3.94 3.38 3.23  0.183
H 5.23 1.57 2.07  0.178
H 4.54 0.78 -0.15  0.195
N 1.08 -1.07 -0.82  -0.358
C 1.15 -2.21 -0.80  0.445
N 1.18 -3.55 -0.77  -0.476
C 1.19 -4.25 -2.06  -0.261
C 0.75 -5.67 -1.82  -0.079
O 1.57 -6.32 -0.84  -0.540
C 1.50 -5.63 0.39  -0.073
C 1.98 -4.19 0.26  -0.229
H 2.20 -4.23 -2.49  0.168
H 0.50 -3.74 -2.73  0.274
H 0.83 -6.26 -2.73  0.190
H -0.30 -5.67 -1.49  0.184
H 2.13 -6.18 1.09  0.180
H 0.47 -5.63 0.77  0.170
H 3.05 -4.18 -0.01  0.174
H 1.86 -3.65 1.19  0.223
I -1.97 -2.90 -3.71  -0.333
C -1.90 -1.27 -2.07  -0.864
H -1.70 -1.95 -1.22  0.121
H -2.99 -1.11 -2.01  0.124

Output
Molecular weight ... 542.35 g/mol
Net charge ... -2
Highest occupied orbital energy ... -0.0348 Eh
Spin multiplicity ... 1
LUMO ... 3.99 eV



Density functional theory data (ωB97M-V/def2-TZVPD) for a molecular structure, C22H24IrNO3S2 at a distorted geometry.

Each line ends with the Löwdin charge.
Element x y z (Å)
Ir 0.25 -0.02 0.30  1.227
C 0.68 -1.61 1.61  -0.265
C -0.77 -1.72 1.62  -0.210
C -1.19 -2.05 0.31  -0.178
H -1.40 -1.58 2.49  0.086
C -0.05 -2.32 -0.49  -0.163
C 1.12 -2.04 0.29  -0.235
H 2.15 -2.18 -0.02  0.102
H 1.32 -1.41 2.46  0.094
H -2.22 -2.11 -0.01  0.105
H -0.05 -2.69 -1.51  0.095
C 1.46 1.72 0.79  -0.267
C 2.29 0.60 0.44  -0.249
C 2.12 0.37 -0.98  -0.202
H 2.94 0.06 1.13  0.116
C 1.27 1.38 -1.49  -0.163
C 0.80 2.17 -0.41  -0.207
H 0.08 2.98 -0.46  0.102
H 1.41 2.18 1.78  0.078
H 2.58 -0.43 -1.56  0.103
H 1.03 1.52 -2.54  0.093
O -1.05 0.03 -1.45  -0.392
C -0.79 0.28 -4.38  -0.364
C -2.00 0.48 -3.58  -0.183
C -0.29 -1.08 -4.64  -0.083
C -0.16 1.42 -5.07  -0.100
C -1.80 0.99 -2.13  -0.344
H -2.57 -0.46 -3.53  0.115
H -2.63 1.24 -4.08  0.110
H -1.31 1.99 -2.16  0.091
H -2.78 1.10 -1.63  0.101
H -0.78 -1.53 -5.52  0.078
H -0.48 -1.74 -3.78  0.069
H 0.79 -1.07 -4.85  0.074
H -0.59 1.60 -6.07  0.076
H 0.91 1.25 -5.22  0.072
H -0.28 2.36 -4.51  0.076
O 1.54 1.88 5.77  -0.313
S 1.14 0.75 4.96  0.648
O 2.02 -0.38 4.85  -0.318
N 0.60 1.23 3.43  -0.132
C -0.65 0.93 3.19  -0.724
S -1.31 1.08 1.57  0.701
C -1.38 0.39 4.34  -0.228
C -2.69 -0.08 4.48  -0.041
C -3.08 -0.67 5.68  -0.082
C -2.15 -0.83 6.73  -0.091
C -0.83 -0.40 6.58  -0.050
C -0.48 0.22 5.39  -0.240
H -3.37 0.05 3.64  0.104
H -4.10 -1.02 5.81  0.098
H -2.46 -1.31 7.66  0.095
H -0.07 -0.53 7.35  0.117

Output
⟨S²⟩ ... 8.80
Molecular weight ... 606.79 g/mol
Net charge ... -1
Highest occupied orbital energy (spin up / spin down) ... -0.0863 / -0.1708 Eh
Spin multiplicity ... 6
LUMO (spin up / spin down) ... 2.43 / 2.64 eV